(1)
Density functional theory data (wB97M-V/def2-TZVPD) for the molecule C29H34ClF5I2N2O8P2S at a distorted geometry.

Positions of all 84 atoms, in Å:
1 C 1.752303 -4.413075 -1.822678
2 C 1.427929 -5.143540 -0.439587
3 C 0.176978 -4.534006 0.324349
4 C 0.408787 -4.401787 1.913865
5 C -0.363735 -3.190121 -0.310360
6 C 0.466477 -1.971014 -0.093578
7 C 1.833263 -1.962980 0.657842
8 C 1.804295 -1.605087 2.187846
9 C 0.819797 -0.468197 2.662568
10 I 3.846731 -0.902565 2.675699
11 C 0.027784 -0.654258 -0.657609
12 C -1.271511 -0.635931 -1.356700
13 C -2.117611 -1.827230 -1.565668
14 C -3.463303 -1.555317 -2.294578
15 C -4.732533 -2.321155 -1.700335
16 F -3.396262 -1.606798 -3.709687
17 C -1.634230 -3.154142 -1.082774
18 P -2.616549 -4.720891 -1.440512
19 N -3.262010 -4.691584 -2.882570
20 O -3.727213 -4.900852 -0.220015
21 O -1.623932 -6.090261 -1.555386
22 S -1.741278 1.016841 -1.990523
23 C -1.052605 2.127588 -0.744049
24 C -1.791443 3.343585 -0.435513
25 C -3.164885 3.681235 -1.100739
26 O -3.006312 4.558168 -2.223329
27 O -4.239235 4.861903 -2.777380
28 C -1.199219 4.286965 0.542879
29 P -2.192482 5.848064 0.851700
30 O -2.487780 5.801833 2.531109
31 Cl -0.967011 7.517615 0.428257
32 C 0.105769 3.972009 1.169648
33 C 0.727850 5.022910 2.158478
34 C 1.034147 4.426154 3.593704
35 O 1.903462 4.957995 4.214036
36 I -0.072237 2.754774 4.399219
37 C 0.803395 2.712732 0.823791
38 C 2.207800 2.366130 1.419767
39 C 3.357940 3.061081 0.559901
40 O 3.453558 4.463432 0.789208
41 C 4.783394 2.442656 0.833915
42 F 5.712493 3.316549 0.272409
43 F 4.953150 1.249427 0.183893
44 F 5.079487 2.397184 2.170625
45 C 0.234391 1.732318 -0.139125
46 N 0.902155 0.501265 -0.501406
47 C 1.896291 0.641803 -1.599782
48 C 1.450608 1.546010 -2.794930
49 O 1.587827 2.716748 -2.821816
50 F 0.820143 0.870447 -3.841230
51 H 0.877201 -4.439480 -2.526061
52 H 2.581130 -4.990927 -2.324311
53 H 2.131468 -3.370974 -1.681615
54 H 2.355752 -5.104257 0.201754
55 H 1.232856 -6.214807 -0.709532
56 H -0.612760 -5.339283 0.312846
57 H 1.515108 -4.304540 2.052344
58 H -0.180017 -3.524782 2.274524
59 H 0.112469 -5.359636 2.427526
60 H 2.347633 -2.963512 0.557287
61 H 2.539222 -1.244485 0.151294
62 H 1.681395 -2.468629 2.885860
63 H 0.242373 -0.865230 3.552141
64 H 1.413447 0.388443 3.083134
65 H 0.052952 -0.134447 1.924620
66 H -3.757933 -0.484879 -2.077943
67 H -4.457888 -2.621863 -0.660491
68 H -5.088330 -3.148689 -2.354062
69 H -5.605606 -1.611105 -1.592777
70 H -2.993849 -3.830384 -3.364357
71 H -3.658684 -5.843379 0.053277
72 H -0.746061 -5.782118 -1.852729
73 H -3.706605 2.738816 -1.417694
74 H -3.866211 4.201220 -0.382212
75 H -4.938415 4.356335 -2.316953
76 H -1.849382 5.133852 2.860199
77 H 0.022952 5.884478 2.353905
78 H 1.642334 5.504138 1.710820
79 H 2.309363 2.563038 2.514700
80 H 2.344528 1.263889 1.269910
81 H 3.171608 2.932809 -0.545403
82 H 4.060257 4.660249 1.527952
83 H 2.132665 -0.404992 -1.949794
84 H 2.849978 1.004738 -1.120068

Atoms 1-2, force components in eV/Å:
C 0.54 -0.92 0.25
C 0.19 0.65 -0.89

Its HOMO energy is -0.3240 hartree. Its total energy is -4472.53289 a.u. As for the HOMO-LUMO gap: 7.94 eV. Its SMILES is CC[C@@H](C)c1c(C[C@H](C)I)c2c(c([C@H](C)F)c1P(=N)(O)O)Sc1c(COO)c(P(O)Cl)c(CC(=O)I)c(C[C@@H](O)C(F)(F)F)c1N2CC(=O)F.

***

(2)
Density functional theory data (wB97M-V/def2-TZVPD) for a cluster of 2 separate species, C7H10N2O in total at a distorted geometry.

Positions of all 20 atoms, in Å:
1 C 1.089412 -0.708607 -0.990878
2 C 0.702328 0.582705 -0.682091
3 C 1.551559 1.456824 0.056662
4 N 2.653752 0.964200 0.606630
5 C 2.992946 -0.331290 0.491190
6 C 2.247784 -1.207551 -0.395575
7 H 0.543724 -1.337414 -1.598950
8 H -0.151512 0.952364 -1.244191
9 H 1.347440 2.586172 0.202482
10 H 3.890742 -0.714823 0.907927
11 H 2.708974 -2.188013 -0.453105
12 C -1.799787 -0.810030 0.845875
13 C -2.831721 0.115326 0.203440
14 N -2.205706 1.156171 -0.326860
15 O -3.888501 -0.335281 -0.106795
16 H -2.277677 -1.009016 1.924098
17 H -0.602368 -0.560246 0.795987
18 H -1.925806 -1.816019 0.266976
19 H -2.833083 1.825617 -0.772799
20 H -1.212493 1.378902 0.269971

Atoms 1-2, force components in eV/Å:
C 2.27 0.28 1.99
C 0.76 1.63 -1.13

Its HOMO energy is -0.3585 hartree. The value obtained for the energy relative to the best compared isomer or geometry (same formula, charge and spin) is 254.5 kJ/mol. Its total energy is -457.41184 a.u. As for the HOMO-LUMO gap: 10.29 eV. Its SMILES is c1ccncc1.CC(N)=O.

***

(3)
Density functional theory data (wB97M-V/def2-TZVPD) for the molecule C5H8ClNS at a distorted geometry.

Positions of all 16 atoms, in Å:
1 N 0.074303 -1.058177 -1.094342
2 C 0.080527 -0.574492 0.322205
3 C -1.297822 -0.957995 0.918394
4 S -2.405554 0.080987 -0.086448
5 C -1.029138 1.255203 -0.666119
6 C -0.022205 1.002096 0.370706
7 C 1.225693 0.199959 0.688843
8 Cl 2.832653 0.078290 -0.103962
9 H -0.777055 -1.476277 -1.346063
10 H 0.945035 -1.629321 -1.260666
11 H -1.301449 -0.628848 1.976127
12 H -1.534820 -1.982679 0.827709
13 H -0.727608 0.960428 -1.651058
14 H -1.505069 2.273723 -0.615857
15 H -0.408960 1.445507 1.271191
16 H 1.381242 0.269352 1.805340

Atoms 1-2, force components in eV/Å:
N 3.84 0.54 1.72
C -3.01 -1.47 -2.39

Its HOMO energy is -0.3113 hartree. The value obtained for the energy relative to the best compared isomer or geometry (same formula, charge and spin) is 251.3 kJ/mol. Its total energy is -1108.34341 a.u. As for the HOMO-LUMO gap: 9.20 eV. Its SMILES is N[C@]12CSC[C@@H]1[C@@H]2Cl.

***

Which formula does entry 3 have?
C5H8ClNS